1.
Density functional theory data (the ωB97M-V functional and the def2-TZVPD basis) for C5H5N3 in the gas phase in a non-equilibrium geometry.

Geometry as XYZ:
```
13
C5H5N3 (the ωB97M-V functional and the def2-TZVPD basis)
C -0.331 0.747 1.935
C 0.810 0.616 1.280
C 0.622 -0.231 0.057
N 0.469 -0.064 -1.353
C -0.645 -0.483 -1.827
N -1.568 -0.803 -1.024
C -0.857 -0.423 0.243
N -1.400 0.099 1.235
H -0.515 1.596 2.664
H 1.788 1.025 1.471
H 1.019 -1.295 0.176
H 1.357 -0.153 -1.951
H -0.748 -0.631 -2.907
```

## Properties
- total energy (eV) = -9733.4380
- energy relative to the best compared isomer or geometry (same formula, charge and spin) (eV) = 2.051
- Kohn-Sham gap (eV) = 9.2
- SMILES = C1=C[C@@H]2NC=NC2=N1

Results of the Löwdin charge analysis, in e, for atoms 1 through 4: C -0.108; C -0.061; C -0.224; N 0.028

2.
Density functional theory data (the ωB97M-V functional and the def2-TZVPD basis) for 3 unconnected molecules or ions with the total composition C2H11N2O3 in a non-equilibrium geometry.

Geometry as XYZ:
```
18
C2H11N2O3 (the ωB97M-V functional and the def2-TZVPD basis)
N 0.192 -0.102 0.817
C 1.511 -0.262 0.109
C 1.356 0.254 -1.337
N 2.495 0.693 -1.901
O 0.257 0.249 -1.842
H -0.693 -0.296 0.266
H 0.167 -0.783 1.566
H 0.118 0.825 1.232
H 1.787 -1.297 0.152
H 2.198 0.362 0.676
H 3.287 1.124 -1.440
H 2.424 0.856 -2.890
H -1.986 -0.007 -1.364
H -2.916 -0.717 -0.249
O -2.028 -0.577 -0.592
H -3.027 0.609 2.263
H -2.721 -0.839 2.535
O -2.421 -0.091 2.000
```

## Properties
- total charge = +1
- total energy (eV) = -11369.6873
- energy relative to the best compared isomer or geometry (same formula, charge and spin) (eV) = 0.345
- Kohn-Sham gap (eV) = 11.2

Results of the Löwdin charge analysis, in e, for atoms 1 through 4: N 0.166; C -0.030; C -0.512; N 0.192

3.
Density functional theory data (the ωB97M-V functional and the def2-TZVPD basis) for C4H9N in the gas phase in a non-equilibrium geometry.

Geometry as XYZ:
```
14
C4H9N (the ωB97M-V functional and the def2-TZVPD basis)
C 0.560 -0.688 2.215
C 0.546 -0.560 0.913
C 0.209 0.723 0.035
C -0.456 0.647 -1.409
N -0.926 -0.642 -1.886
H -0.010 0.196 2.765
H 1.355 -1.253 2.612
H 1.356 -1.239 0.408
H 1.313 0.998 0.049
H -0.247 1.578 0.574
H -1.437 1.201 -1.218
H 0.205 1.177 -2.154
H -0.569 -1.451 -1.354
H -1.900 -0.686 -1.550
```

## Properties
- total energy (eV) = -5781.4973
- energy relative to the best compared isomer or geometry (same formula, charge and spin) (eV) = 2.315
- Kohn-Sham gap (eV) = 10.6
- SMILES = C=CCCN

Results of the Löwdin charge analysis, in e, for atoms 1 through 4: C -0.060; C -0.240; C -0.179; C -0.294

4.
Density functional theory data (the ωB97M-V functional and the def2-TZVPD basis) for 2 unconnected molecules or ions with the total composition H3PSSi in a non-equilibrium geometry.

Geometry as XYZ:
```
6
H3PSSi (the ωB97M-V functional and the def2-TZVPD basis)
Si 0.388 -0.047 0.712
P -5.967 -0.469 0.320
S -4.921 0.481 -0.980
H 0.175 -0.366 -0.676
H 0.980 -0.905 1.737
H 0.033 1.303 0.748
```

## Properties
- total energy (eV) = -28046.3694
- energy relative to the best compared isomer or geometry (same formula, charge and spin) (eV) = 2.527
- Kohn-Sham gap (alpha / beta) (eV) = 5.9 / 6.0

Results of the Löwdin charge analysis, in e, for atoms 1 through 4: Si 0.593; P 0.100; S -0.105; H -0.196

Which value of total energy does entry 4 give?
-28046.3694 eV

Which formula does entry 1 have?
C5H5N3

Repeat the third record exactly.
Density functional theory data (the ωB97M-V functional and the def2-TZVPD basis) for C4H9N in the gas phase in a non-equilibrium geometry.

Geometry as XYZ:
```
14
C4H9N (the ωB97M-V functional and the def2-TZVPD basis)
C 0.560 -0.688 2.215
C 0.546 -0.560 0.913
C 0.209 0.723 0.035
C -0.456 0.647 -1.409
N -0.926 -0.642 -1.886
H -0.010 0.196 2.765
H 1.355 -1.253 2.612
H 1.356 -1.239 0.408
H 1.313 0.998 0.049
H -0.247 1.578 0.574
H -1.437 1.201 -1.218
H 0.205 1.177 -2.154
H -0.569 -1.451 -1.354
H -1.900 -0.686 -1.550
```

## Properties
- total energy (eV) = -5781.4973
- energy relative to the best compared isomer or geometry (same formula, charge and spin) (eV) = 2.315
- Kohn-Sham gap (eV) = 10.6
- SMILES = C=CCCN

Results of the Löwdin charge analysis, in e, for atoms 1 through 4: C -0.060; C -0.240; C -0.179; C -0.294